Entry 1:
Entry from the Open Molecules 2025 dataset: C19H40P2Pd as an isolated structure in a non-equilibrium geometry (ωB97M-V with the def2-TZVPD basis set).

The geometry in XYZ format:
```
62
Properties=species:S:1:pos:R:3:forces:R:3
P -0.772 0.549 -2.768 0.844 0.636 -2.817
P 2.233 -0.730 -1.298 1.115 1.832 -4.255
C 0.780 0.019 -3.643 0.674 0.402 -0.843
C 1.590 -1.097 -2.995 -0.029 -0.693 0.338
H 1.392 0.923 -3.786 -0.083 -0.122 0.177
H 0.503 -0.286 -4.658 0.147 -0.052 0.244
H 1.029 -2.040 -2.974 0.044 0.172 -0.056
H 2.488 -1.273 -3.603 -0.305 -0.113 0.068
C 3.829 0.036 -1.751 0.070 -0.273 0.234
H 4.539 -0.027 -0.915 -0.121 0.206 -0.246
H 3.669 1.084 -2.046 0.109 -0.350 0.136
H 4.234 -0.530 -2.609 -0.023 0.270 0.473
C 2.648 -2.286 -0.506 -0.332 -0.455 0.971
H 3.559 -2.695 -0.971 -0.242 0.500 -0.121
H 1.864 -3.047 -0.607 0.129 0.329 0.068
H 2.867 -2.143 0.559 -0.042 -0.039 -0.154
C -1.312 2.207 -3.516 -0.381 1.437 -1.159
H -2.393 2.330 -3.332 0.439 -0.177 -0.224
H -1.112 2.212 -4.603 -0.235 -0.181 0.497
H -0.796 3.095 -3.128 -0.104 -0.496 0.194
C -1.848 -0.195 -4.228 -1.298 -0.685 -1.990
H -1.591 -1.254 -4.374 0.056 0.353 0.289
H -1.637 0.329 -5.175 0.015 -0.091 0.597
H -2.923 -0.093 -3.990 0.694 0.000 -0.100
Pd -0.129 -1.567 3.058 -0.504 -0.383 -0.414
C 1.153 0.670 -0.777 -0.221 -2.261 3.486
C 0.140 1.534 -1.478 0.197 0.341 0.089
C -0.966 2.101 -0.548 -0.089 0.392 0.031
C -2.199 1.163 -0.398 -0.272 0.410 0.143
C -2.297 0.249 -1.593 -2.126 -0.203 1.243
C -1.375 -0.882 -1.796 0.800 -0.804 2.420
C -0.584 -1.299 -0.526 0.239 -0.229 0.269
C 0.317 -0.250 0.215 -0.216 0.304 0.723
C -2.035 -0.996 2.694 -0.833 -0.128 -0.368
H 1.838 1.340 -0.235 -0.235 -0.208 0.231
H 0.649 2.346 -2.019 -0.212 -0.411 0.154
H -1.346 3.046 -0.972 0.448 -0.365 0.135
H -0.536 2.342 0.426 -0.021 0.121 -0.016
H -2.186 0.597 0.548 0.081 0.034 -0.402
H -3.119 1.779 -0.332 0.561 -0.312 -0.191
H -3.279 0.221 -2.067 0.342 -0.020 -0.005
H -1.683 -1.736 -2.409 -0.076 0.462 0.316
H 0.018 -2.202 -0.736 -0.376 0.415 -0.168
H -1.326 -1.642 0.214 0.305 0.103 -0.355
H -0.272 0.370 0.894 0.070 -0.165 -0.257
H 0.970 -0.785 0.940 -0.183 0.057 -0.476
H -2.629 -1.531 3.445 -0.033 0.119 -0.255
H -2.315 -1.317 1.686 -0.366 -0.015 0.225
H -2.185 0.085 2.801 0.026 -0.239 -0.029
C 0.055 1.315 4.387 -0.019 0.267 0.016
C 0.513 0.158 5.271 -0.094 -0.583 -0.587
C -0.702 -0.441 5.989 0.051 0.046 0.191
C 1.184 -0.936 4.409 1.238 0.661 1.351
H -0.655 0.938 3.631 0.281 0.300 0.295
H 0.898 1.789 3.869 -0.091 -0.019 0.070
H -0.461 2.077 4.987 0.142 -0.110 -0.216
H 1.237 0.516 6.018 -0.098 -0.048 -0.177
H -1.384 -0.883 5.241 0.101 0.133 0.442
H -0.396 -1.217 6.701 -0.140 0.101 -0.185
H -1.246 0.335 6.544 0.084 -0.250 -0.144
H 1.455 -1.811 5.014 0.103 0.112 -0.168
H 2.036 -0.566 3.819 -0.001 -0.032 0.264
```
Forces are in eV/Å.

Lowest unoccupied orbital energy (alpha / beta) = -5.82 / -9.61 eV
Energy relative to the best compared isomer or geometry (same formula, charge and spin) = 44.3 kJ/mol
Charge = +2
2S+1 = 5
HOMO energy (alpha / beta) = -12.180 / -14.725 eV


Entry 2:
Entry from the Open Molecules 2025 dataset: a 3-piece molecular cluster, C19H41F3N2O4S overall in a non-equilibrium geometry (ωB97M-V with the def2-TZVPD basis set).

The geometry in XYZ format:
```
70
Properties=species:S:1:pos:R:3:forces:R:3
O 3.465 -2.533 -2.747 0.827 1.033 -0.379
S 2.141 -2.525 -2.238 0.768 -1.695 -0.318
O 1.691 -3.816 -1.846 -1.128 -0.360 0.582
C 2.014 -1.446 -0.809 -0.540 0.900 0.092
C 0.808 -0.483 -0.763 0.013 -0.541 -0.140
C -0.293 -0.993 -1.695 0.585 0.829 -0.049
C -1.523 -0.069 -1.660 0.456 -0.322 0.685
C -2.815 -0.687 -1.174 -0.623 0.709 -0.364
O -2.922 -0.596 0.229 0.260 -0.415 -0.038
C -3.070 -2.114 -1.653 -0.272 0.306 0.835
F -4.392 -2.362 -1.652 -0.425 -0.021 -0.049
F -2.626 -2.340 -2.876 0.311 -0.083 -0.646
F -2.536 -3.001 -0.813 0.387 -0.452 0.024
C 0.326 -0.923 -3.094 -0.719 0.019 0.096
O 1.166 -2.037 -3.411 0.185 0.605 0.697
H 1.940 -2.135 0.020 0.012 -0.424 -0.007
H 2.940 -0.901 -0.688 0.320 -0.010 -0.326
H 1.092 0.511 -1.097 0.150 0.187 0.049
H 0.457 -0.414 0.260 -0.074 0.043 0.219
H -0.492 -2.017 -1.396 -0.353 -0.198 -0.268
H -1.305 0.741 -0.969 -0.133 0.203 0.144
H -1.687 0.417 -2.613 -0.063 -0.099 -0.356
H -3.634 -0.096 -1.589 -0.105 -0.034 -0.301
H -3.719 -1.081 0.472 -0.044 0.102 0.352
H -0.454 -0.866 -3.840 -0.018 -0.431 -0.360
H 0.887 0.007 -3.163 0.203 0.112 -0.123
C 4.022 0.445 -3.649 0.114 0.117 -0.041
C 4.075 1.955 -3.814 0.087 -0.154 -0.043
N 3.725 2.670 -2.599 -0.186 0.105 0.059
C 3.503 4.091 -2.809 -0.114 0.155 -0.091
C 4.690 4.950 -3.261 -0.024 0.102 0.062
C 4.496 2.319 -1.419 0.076 -0.192 0.144
C 6.020 2.482 -1.477 0.030 0.018 0.119
H 3.046 0.133 -3.279 0.019 0.014 0.038
H 4.186 -0.044 -4.609 -0.019 -0.031 0.005
H 4.785 0.074 -2.966 -0.032 -0.050 0.006
H 3.355 2.236 -4.588 -0.003 0.144 0.049
H 5.068 2.235 -4.199 -0.002 -0.007 -0.027
H 3.087 4.517 -1.892 0.053 -0.077 0.064
H 2.709 4.190 -3.556 0.028 -0.096 -0.042
H 5.390 5.137 -2.449 0.051 -0.053 -0.023
H 4.328 5.923 -3.600 -0.017 -0.011 -0.005
H 5.233 4.498 -4.091 -0.001 -0.029 0.006
H 4.277 1.275 -1.172 0.006 -0.011 -0.087
H 4.107 2.890 -0.572 -0.047 0.104 -0.086
H 6.440 2.101 -2.408 -0.031 -0.009 -0.016
H 6.479 1.920 -0.661 -0.014 -0.007 -0.002
H 6.325 3.520 -1.361 0.015 0.012 -0.090
C -4.060 -3.049 2.873 0.058 -0.028 0.021
C -3.391 -1.824 3.480 0.055 -0.192 -0.034
N -4.331 -0.861 4.019 -0.073 0.181 -0.059
C -3.722 0.419 4.338 0.112 0.194 -0.093
C -2.666 0.462 5.449 -0.031 0.105 0.050
C -5.270 -1.377 5.000 -0.165 -0.203 0.045
C -4.702 -2.035 6.264 -0.088 0.027 0.077
H -4.791 -2.763 2.114 -0.057 0.011 0.048
H -3.308 -3.679 2.396 0.009 0.008 -0.003
H -4.564 -3.658 3.624 -0.037 0.003 -0.026
H -2.821 -1.333 2.687 0.038 0.144 0.112
H -2.655 -2.158 4.228 0.019 -0.041 -0.030
H -4.516 1.132 4.576 -0.068 -0.084 0.039
H -3.263 0.799 3.419 0.011 -0.105 -0.036
H -3.114 0.381 6.439 0.020 -0.075 0.010
H -2.139 1.417 5.416 -0.006 -0.002 -0.021
H -1.920 -0.325 5.340 -0.015 -0.023 -0.009
H -5.914 -2.105 4.499 0.067 -0.019 -0.044
H -5.945 -0.568 5.289 0.096 0.099 -0.034
H -3.877 -2.713 6.043 0.004 0.008 -0.031
H -5.482 -2.622 6.753 -0.005 0.002 -0.015
H -4.357 -1.299 6.989 0.090 -0.014 -0.020
```
Forces are in eV/Å.

Lowest unoccupied orbital energy = 0.46 eV
Structure (SMILES) = O=S1(=O)CC[C@@H](C[C@H](O)C(F)(F)F)CO1.CCN(CC)CC.CCN(CC)CC
2S+1 = 1
HOMO energy = -8.268 eV


Entry 3:
Entry from the Open Molecules 2025 dataset: a 3-piece molecular cluster, C19H42F3NO2 overall in a non-equilibrium geometry (ωB97M-V with the def2-TZVPD basis set).

The geometry in XYZ format:
```
67
Properties=species:S:1:pos:R:3:forces:R:3
C -3.012 1.428 -1.790 0.131 -0.068 0.153
O -2.023 2.290 -1.278 -0.072 0.206 0.042
C -0.753 1.687 -1.245 -0.072 -0.092 0.067
C -0.467 1.020 0.088 0.429 -0.038 -0.243
N 0.931 0.627 0.118 -0.115 -0.014 -0.028
C 1.455 0.265 1.414 0.344 -0.527 -0.496
C 1.087 -1.183 1.793 -0.490 0.608 0.356
O 0.909 -2.046 0.705 -0.129 -0.156 -0.017
C 2.045 -2.254 -0.067 0.041 -0.200 -0.313
C 1.586 -2.653 -1.454 -0.548 -0.092 -0.365
F 0.807 -1.694 -2.033 0.660 -0.984 0.358
F 2.657 -2.869 -2.260 -0.614 0.115 0.321
F 0.861 -3.814 -1.409 0.551 1.015 -0.231
H -3.976 1.887 -1.628 -0.224 0.188 0.007
H -2.999 0.469 -1.274 -0.046 -0.224 0.047
H -2.861 1.260 -2.854 -0.035 -0.067 -0.205
H -0.014 2.467 -1.409 0.118 0.234 -0.079
H -0.657 0.955 -2.045 0.114 -0.118 -0.212
H -0.707 1.726 0.885 -0.185 0.106 0.229
H -1.078 0.129 0.186 -0.230 -0.166 0.197
H 1.510 1.325 -0.316 0.074 0.263 0.002
H 2.536 0.342 1.345 0.214 0.123 0.094
H 1.124 0.925 2.217 -0.056 0.130 0.265
H 0.126 -1.165 2.297 -0.226 -0.139 0.064
H 1.807 -1.566 2.515 0.254 -0.157 0.083
H 2.678 -1.377 -0.150 0.009 0.247 -0.159
H 2.657 -3.075 0.307 0.075 -0.186 0.141
C 0.976 -2.517 7.503 0.068 0.084 -0.015
C 0.934 -1.036 7.868 -0.030 -0.084 0.041
C -0.470 -0.437 7.826 0.004 0.045 0.003
C -1.145 -0.478 6.454 -0.001 -0.050 -0.010
C -0.367 0.213 5.336 -0.042 0.089 -0.041
C -0.159 1.707 5.570 0.059 -0.077 -0.053
H 0.638 -2.690 6.480 -0.015 -0.013 0.000
H 1.991 -2.907 7.582 -0.007 -0.027 0.005
H 0.339 -3.100 8.171 -0.025 -0.012 -0.016
H 1.602 -0.477 7.206 -0.005 0.022 0.000
H 1.333 -0.908 8.877 0.022 0.017 -0.004
H -0.426 0.597 8.181 -0.008 0.001 -0.010
H -1.105 -0.971 8.539 0.008 -0.011 0.012
H -2.132 -0.013 6.538 -0.004 0.012 -0.012
H -1.328 -1.517 6.168 0.001 -0.002 0.012
H -0.915 0.076 4.399 0.011 -0.018 -0.012
H 0.602 -0.274 5.196 -0.003 -0.024 0.005
H -1.116 2.220 5.679 -0.006 0.010 0.029
H 0.369 2.161 4.730 -0.008 0.028 0.004
H 0.431 1.896 6.468 -0.007 0.009 0.013
C 0.058 -1.356 -5.068 0.055 0.044 -0.055
C 0.418 0.127 -5.073 -0.053 -0.055 0.079
C -0.771 1.044 -5.350 0.029 0.042 -0.007
C -1.434 0.847 -6.713 -0.022 -0.041 0.002
C -0.500 1.015 -7.910 -0.024 0.087 -0.016
C 0.106 2.412 -8.017 0.029 -0.093 -0.028
H -0.313 -1.688 -6.039 -0.012 0.019 -0.005
H 0.928 -1.964 -4.822 -0.013 -0.026 0.014
H -0.712 -1.562 -4.321 -0.023 -0.025 -0.011
H 1.214 0.309 -5.800 -0.005 0.029 -0.006
H 0.835 0.389 -4.096 0.037 -0.001 -0.007
H -0.450 2.085 -5.246 -0.013 0.004 -0.003
H -1.527 0.887 -4.573 0.033 -0.017 -0.021
H -2.259 1.560 -6.804 -0.002 0.008 -0.014
H -1.890 -0.146 -6.757 0.005 -0.002 0.015
H -1.066 0.804 -8.822 0.011 -0.022 -0.010
H 0.300 0.272 -7.871 -0.008 -0.020 0.011
H -0.676 3.170 -8.090 -0.003 0.019 0.027
H 0.735 2.495 -8.905 0.000 0.027 -0.003
H 0.727 2.649 -7.153 -0.004 0.012 0.009
```
Forces are in eV/Å.

Lowest unoccupied orbital energy = 0.69 eV
Structure (SMILES) = COCCNCCOCC(F)(F)F.CCCCCC.CCCCCC
2S+1 = 1
HOMO energy = -9.108 eV